## w
ORCA calculation (the ωB97M-V functional and the def2-TZVPD basis) on 2 unconnected molecules or ions with the total composition C4H7NO3.

Output
- 2S+1 = 1
- frontier orbital gap (eV) = 9.84

Cartesian coordinates (Å):
C: 1.2684 1.5505 0.0979
C: 1.1427 -0.0139 0.2044
C: -0.2207 -0.5466 -0.4991
C: -1.3750 0.0581 -0.0580
H: 2.2859 1.6283 0.2414
H: 0.4773 1.8940 0.8425
H: 0.8308 2.2789 -0.4906
H: -0.0676 -0.2663 -1.5633
H: 1.1334 -2.3441 -0.6900
H: -0.5864 -2.1932 0.2802
H: -2.8118 -0.0378 0.8719
N: -0.2403 -1.9887 -0.4506
O: 1.9771 -0.7119 0.5891
O: -2.0731 -0.5505 1.0029
O: -1.7407 1.2433 -0.3786

=====

## x
ORCA calculation (the ωB97M-V functional and the def2-TZVPD basis) on a single C4H7NO3 molecule.

Output
- SMILES = O=CN[C@@H](C=O)CO
- 2S+1 = 1
- frontier orbital gap (eV) = 9.79

Cartesian coordinates (Å):
O: 1.9180 0.6600 -1.3555
C: 1.0885 1.4905 -1.2053
N: -0.0525 1.2156 -0.3913
C: -0.2189 -0.1748 -0.0101
C: -1.5335 -0.4466 0.6225
O: -2.5112 -0.9734 -0.2801
C: 1.0228 -0.6588 0.8497
O: 0.8741 -1.1583 1.8825
H: 1.2122 2.5718 -1.4771
H: -0.7133 1.9514 -0.1360
H: -0.2234 -0.8086 -0.8097
H: -2.0743 0.5278 1.0457
H: -1.5305 -1.3732 1.3446
H: -2.6541 -0.5304 -1.2166
H: 1.9498 -0.3370 0.4722

=====

Result of the stability comparison: x is the most stable of them.

=====

## w
ORCA calculation (the ωB97M-V functional and the def2-TZVPD basis) on 2 unconnected molecules or ions with the total composition C4H7NO3.

Output
- SMILES = N#CCOCC=O.O
- 2S+1 = 1
- frontier orbital gap (eV) = 11.28

Cartesian coordinates (Å):
O: 2.2786 -0.1430 -0.0703
C: 1.1840 -0.1853 0.4424
C: 0.0697 0.7138 -0.0223
O: -1.1010 0.4228 0.6963
C: -2.1696 1.2542 0.3412
C: -3.4129 0.7764 0.9719
N: -4.3923 0.3951 1.4737
H: 0.9400 -0.8760 1.2782
H: 0.3942 1.7630 0.1101
H: -0.0752 0.5527 -1.1072
H: -1.9892 2.2987 0.6518
H: -2.3419 1.2837 -0.7502
O: 3.7790 -2.8133 -1.6323
H: 3.3641 -1.9535 -1.4483
H: 3.4725 -3.4894 -0.9351

=====

## x
ORCA calculation (the ωB97M-V functional and the def2-TZVPD basis) on a single C4H7NO3 molecule.

Output
- SMILES = C[C@H](NC=O)C(=O)O
- 2S+1 = 1
- frontier orbital gap (eV) = 10.59

Cartesian coordinates (Å):
C: -0.1777 0.3577 -0.5275
C: -1.5448 0.2304 0.1550
N: 0.3685 -0.9388 -0.8886
C: 0.8140 1.1242 0.3483
C: 0.6008 -1.9005 0.0055
O: 0.3200 2.3112 0.7369
O: 1.9230 0.7559 0.6187
O: 0.3585 -2.0722 1.1556
H: 0.9600 2.7462 1.3227
H: 1.0315 -1.4958 -1.6409
H: -0.2879 0.9290 -1.4541
H: 1.2618 -2.6338 -0.7698
H: -2.2262 -0.3091 -0.5003
H: -1.9546 1.2181 0.3517
H: -1.4468 -0.3225 1.0867

=====

Result of the stability comparison: x is the most stable of them.

=====

## w
ORCA calculation (the ωB97M-V functional and the def2-TZVPD basis) on 7 unconnected molecules or ions with the total composition C21H56O7.

Output
- SMILES = CC(C)O.CC(C)O.CC(C)O.CC(C)O.CC(C)O.CC(C)O.CC(C)O
- 2S+1 = 1
- frontier orbital gap (eV) = 9.74

Cartesian coordinates (Å):
C: -1.4314 -1.9721 -3.7139
C: -1.3454 -3.3451 -4.4199
C: -0.8984 -3.1721 -5.8939
O: -0.4554 -4.2601 -3.7749
H: -1.7484 -1.8741 -2.8879
H: -2.2894 -1.4321 -4.2379
H: -0.6804 -1.2851 -3.5839
H: -2.3384 -3.7231 -4.4029
H: -1.5164 -2.7431 -6.4609
H: -0.6324 -4.1971 -6.0959
H: 0.0036 -2.5901 -5.9769
H: 0.4756 -4.0841 -3.7659
C: 1.3786 0.5929 1.6941
C: 0.1166 0.7809 0.8251
C: 0.3966 0.4099 -0.6349
O: -0.9264 -0.0471 1.2651
H: 1.7736 -0.4291 1.5781
H: 1.2056 0.9049 2.6751
H: 2.2066 1.1839 1.1071
H: -0.0904 1.8279 0.6591
H: -0.5674 0.5599 -0.9779
H: 0.4896 -0.6961 -1.0619
H: 1.1696 0.9719 -0.9129
H: -1.9454 0.3299 1.0031
C: 4.6636 -4.1691 -1.2409
C: 3.9256 -3.0741 -1.9049
C: 2.4816 -3.4131 -2.1109
O: 3.9776 -1.8371 -1.2609
H: 4.7136 -5.1741 -1.7019
H: 4.0936 -4.4011 -0.3909
H: 5.6506 -3.9791 -0.8939
H: 4.3766 -2.9731 -2.8749
H: 2.4716 -4.1381 -2.9829
H: 2.0416 -2.4221 -2.0819
H: 1.8596 -3.9301 -1.2799
H: 4.8756 -1.6101 -0.9609
C: -0.7504 4.5799 -0.7269
C: -0.2904 4.8549 -2.2899
C: -0.0804 3.6149 -2.9899
O: -1.1954 5.7039 -2.9179
H: 0.0206 3.9669 -0.1759
H: -1.6244 3.7859 -0.9139
H: -0.9324 5.3499 -0.0759
H: 0.8016 5.4989 -2.1509
H: -0.9904 2.9379 -3.1189
H: 0.7276 3.1239 -2.5879
H: 0.1846 3.7759 -4.0279
H: -0.9194 6.5709 -3.3349
C: -2.8524 3.4469 5.4371
C: -1.6834 3.3909 4.5761
C: -2.0824 3.5469 3.1171
O: -0.6944 4.2859 4.9221
H: -3.6194 2.8039 5.1541
H: -3.3564 4.3889 5.6521
H: -2.4254 3.2989 6.4981
H: -1.3544 2.3109 4.5661
H: -2.8324 2.7309 2.8571
H: -1.4044 3.6479 2.3101
H: -2.8274 4.4059 2.8651
H: -1.0104 5.1119 4.8061
C: 2.5176 -2.8661 3.0491
C: 3.7486 -2.0091 2.7831
C: 3.8496 -0.6881 3.6431
O: 4.8596 -2.7761 2.8601
H: 2.7356 -3.7601 2.5621
H: 1.7976 -2.2871 2.3851
H: 2.3456 -2.7661 4.0341
H: 3.9246 -1.9071 1.6761
H: 3.8616 -1.0791 4.6231
H: 3.1426 0.2689 3.9051
H: 4.8896 -0.3301 3.5251
H: 5.6236 -2.5071 2.4451
C: -3.9014 -0.9051 -1.0219
C: -4.2634 -0.0091 0.2321
C: -4.1324 -0.8821 1.5421
O: -3.4984 1.1219 0.3011
H: -2.9344 -1.1941 -0.6799
H: -4.0714 -0.2111 -1.8739
H: -4.6624 -1.6061 -1.2269
H: -5.4494 0.2809 0.1331
H: -4.7194 -1.8661 1.4091
H: -4.8104 -0.4121 2.2891
H: -3.2184 -1.0741 2.0471
H: -3.9264 1.7399 -0.4089

=====

## x
ORCA calculation (the ωB97M-V functional and the def2-TZVPD basis) on 7 unconnected molecules or ions with the total composition C21H56O7.

Output
- SMILES = CC(C)O.CC(C)O.CC(C)O.CC(C)O.CC(C)O.CC(C)O.CC(C)O
- 2S+1 = 1
- frontier orbital gap (eV) = 10.23

Cartesian coordinates (Å):
C: 2.0336 -0.2767 0.9788
C: 1.8198 1.2441 0.6933
C: 2.6675 2.0933 1.6111
O: 2.3053 1.3800 -0.6108
H: 1.1647 -0.8732 0.7009
H: 2.2502 -0.4272 2.0364
H: 3.0084 -0.6052 0.6183
H: 0.7562 1.4171 0.8572
H: 3.7184 1.8041 1.6076
H: 2.2867 1.9282 2.6190
H: 2.6454 3.1539 1.3605
H: 3.1769 1.7774 -0.6730
C: 4.6402 -6.1430 -5.1818
C: 3.2660 -5.8799 -5.6988
C: 3.2105 -5.6298 -7.2285
O: 2.3256 -6.9609 -5.4698
H: 5.0829 -7.0744 -5.5348
H: 4.6107 -6.2573 -4.0982
H: 5.3160 -5.3064 -5.3592
H: 2.8733 -5.0795 -5.0716
H: 3.6084 -6.4274 -7.8558
H: 3.8663 -4.8055 -7.5087
H: 2.2328 -5.3306 -7.6063
H: 1.7434 -7.0086 -6.2316
C: -1.1659 -5.0896 -4.1135
C: -2.4245 -4.5544 -4.9336
C: -2.8797 -3.1560 -4.4632
O: -2.0623 -4.3042 -6.2278
H: -0.7904 -5.9702 -4.6347
H: -1.5949 -5.5453 -3.2210
H: -0.3277 -4.4208 -3.9179
H: -3.2445 -5.2694 -4.8669
H: -2.0916 -2.4137 -4.3368
H: -3.2794 -3.2113 -3.4506
H: -3.6680 -2.7633 -5.1053
H: -2.0973 -3.3825 -6.4939
C: 2.7700 -2.2299 -2.9158
C: 2.0358 -0.8935 -3.2228
C: 1.1827 -0.8969 -4.4726
O: 1.1354 -0.8053 -2.0924
H: 3.1393 -2.3729 -1.9003
H: 3.5804 -2.3361 -3.6368
H: 2.1362 -3.1018 -3.0776
H: 2.8239 -0.1405 -3.2214
H: 0.4781 -1.7281 -4.4997
H: 1.7365 -0.8728 -5.4112
H: 0.5483 -0.0107 -4.4589
H: 1.0729 0.0974 -1.7718
C: -0.8497 2.4962 -6.7370
C: 0.0815 3.1620 -7.7312
C: 1.4474 3.3885 -7.2167
O: 0.1081 2.2757 -8.8096
H: -1.2028 3.1005 -5.9013
H: -0.4414 1.5984 -6.2730
H: -1.7730 2.1120 -7.1706
H: -0.4446 4.0791 -7.9963
H: 1.8783 2.4449 -6.8819
H: 1.4351 4.1999 -6.4891
H: 2.0913 3.6662 -8.0512
H: -0.7681 2.2474 -9.2008
C: 6.8914 3.7642 -2.7644
C: 5.8396 2.7114 -2.6613
C: 6.3112 1.2322 -2.4245
O: 5.0523 2.9781 -1.5275
H: 6.4016 4.7363 -2.8219
H: 7.5092 3.7186 -3.6612
H: 7.4097 3.8475 -1.8092
H: 5.1561 2.8211 -3.5033
H: 5.5302 0.4735 -2.4752
H: 6.9732 1.2391 -1.5585
H: 7.0063 0.9597 -3.2186
H: 5.5050 3.6266 -0.9834
C: 7.6235 -0.9861 0.7879
C: 6.1485 -1.2238 0.6888
C: 5.7984 -2.2979 -0.2588
O: 5.6300 -1.5862 2.0176
H: 7.9994 -0.7266 -0.2018
H: 8.2509 -1.7718 1.2089
H: 7.8838 -0.0929 1.3558
H: 5.5890 -0.3083 0.4964
H: 6.0654 -2.0640 -1.2894
H: 4.7298 -2.4710 -0.3860
H: 6.2870 -3.2500 -0.0517
H: 4.8668 -1.0266 2.1789

=====

Result of the stability comparison: x is the most stable of them.